The following is a DFT calculation (ωB97M-V/def2-TZVPD) of 2 unconnected molecules or ions with the total composition CH8N2O.

Last columns: bonded neighbours and bond lengths (Å).
Atoms and positions in Å:
1 N -1.17 1.60 0.57  C2 1.495, H4 1.003, H5 1.014
2 C -0.70 0.22 0.24  N1 1.495, N3 1.470, H6 1.097, H7 1.078
3 N 0.66 -0.19 0.62  C2 1.470, H8 1.024, H9 0.989
4 H -0.79 2.10 -0.21  N1 1.003
5 H -0.98 1.80 1.55  N1 1.014
6 H -0.91 -0.03 -0.80  C2 1.097
7 H -1.34 -0.45 0.79  C2 1.078
8 H 0.62 -0.35 1.63  N3 1.024
9 H 1.35 0.44 0.31  N3 0.989
10 O 1.18 -2.05 -1.45  H11 1.030, H12 1.005
11 H 0.98 -1.82 -2.43  O10 1.030
12 H 1.08 -1.27 -0.81  O10 1.005

Properties
E ... -6193.7933 eV
Max |F| ... 0.060 hartree/bohr
Gap between HOMO and LUMO ... 10.3523 eV
SMILES ... NCN.O
E_HOMO ... -9.521 eV
Energy relative to the best compared isomer or geometry (same formula, charge and spin) ... 61.3 kJ/mol
Molar mass ... 64.1 Da